15
Properties=species:S:1:pos:R:3:forces:R:3 method="wB97M-V/def2-TZVPD" de_lowest_kj_mol=102.0 e_lumo_ev=0.9 smiles="C=C(C)C.O"
C 1.346 -1.302 -0.354 -0.0032 -0.6024 0.9667
C 0.636 -0.024 -0.043 0.2837 1.3226 -1.3377
C 0.746 0.613 1.112 0.1105 -0.7984 1.2673
C -0.188 0.592 -1.167 0.4644 -0.4887 0.4305
H 0.620 -2.112 -0.220 0.2984 -0.2186 -0.0465
H 2.169 -1.412 0.354 -0.1943 -0.3310 0.1525
H 1.809 -1.439 -1.330 -0.3727 0.5508 -0.2640
H 0.305 1.544 1.401 -0.5053 0.5254 -0.5889
H 1.182 0.150 1.995 0.5032 -0.1960 -0.3589
H -0.217 1.673 -1.093 -0.1090 0.0819 -0.0135
H -1.190 0.208 -1.044 -0.2902 0.0907 -0.4997
H 0.162 0.284 -2.150 0.0937 0.0708 -0.0374
H -2.339 0.649 1.598 0.2245 -0.1796 -0.0143
H -2.280 -0.033 0.203 -0.0815 0.1345 0.5521
O -2.763 0.608 0.739 -0.4223 0.0382 -0.2080